No. 1
The following is a DFT calculation (the ωB97M-V functional and the def2-TZVPD basis) of the molecule C6H6O3 in a non-equilibrium geometry.

As for the electronic energy: -12458.89074 eV. The spin multiplicity is 1. Its SMILES is O=C1C=CCOC=C1O. The HOMO energy (alpha / beta) comes out at -8.53 / -8.53 eV. The lowest unoccupied orbital energy (alpha / beta) comes out at -0.114 / -0.114 eV.

Each atom is followed by the atoms it is bonded to, with distances in Å.
CARTESIAN COORDINATES (ANGSTROEM)
1 O -2.18 1.35 -0.25  C2 1.238
2 C -1.08 0.80 -0.15  O1 1.238, C3 1.510, C8 1.464
3 C 0.18 1.43 0.40  C2 1.510, C4 1.337, H10 1.092
4 C 1.43 0.98 0.23  C3 1.337, C5 1.485, H11 1.194
5 C 1.65 -0.21 -0.63  C4 1.485, O6 1.445, H12 1.037, H13 1.019
6 O 1.20 -1.34 0.15  C5 1.445, C7 1.312
7 C -0.09 -1.48 0.35  O6 1.312, C8 1.381, H14 1.105
8 C -1.13 -0.66 -0.06  C2 1.464, C7 1.381, O9 1.358
9 O -2.43 -1.06 -0.14  C8 1.358, H15 0.955
10 H -0.19 2.30 0.94  C3 1.092
11 H 2.25 1.52 0.90  C4 1.194
12 H 1.05 -0.23 -1.47  C5 1.037
13 H 2.60 -0.51 -0.84  C5 1.019
14 H -0.18 -2.51 0.75  C7 1.105
15 H -3.10 -0.38 -0.19  O9 0.955


No. 2
The following is a DFT calculation (the ωB97M-V functional and the def2-TZVPD basis) of a cluster of 2 separate species, C6H6OS in total in a non-equilibrium geometry.

As for the electronic energy: -19192.75213 eV. The spin multiplicity is 1. The HOMO energy comes out at -8.78 eV. The lowest unoccupied orbital energy comes out at -2.768 eV.

Each atom is followed by the atoms it is bonded to, with distances in Å.
CARTESIAN COORDINATES (ANGSTROEM)
1 C -1.74 -0.71 0.41  C2 1.524, H8 1.123, H9 1.150, O13 1.487
2 C -0.28 -0.34 0.16  C1 1.524, C3 1.440, C6 1.501
3 C 0.83 -1.16 -0.23  C2 1.440, C4 1.474, H10 1.139
4 C 1.94 -0.19 -0.27  C3 1.474, C5 1.419, S14 1.653
5 C 1.47 1.15 -0.29  C4 1.419, C6 1.487, H11 1.171
6 C 0.17 1.07 0.42  C2 1.501, C5 1.487, H12 1.063
7 H -1.86 1.50 -1.02  no bonds
8 H -2.24 -0.44 1.38  C1 1.123
9 H -1.56 -1.84 0.26  C1 1.150
10 H 0.99 -2.28 -0.10  C3 1.139
11 H 1.84 2.23 -0.54  C5 1.171
12 H -0.48 1.89 0.61  C6 1.063
13 O -2.65 -0.36 -0.71  C1 1.487
14 S 3.56 -0.50 -0.08  C4 1.653


No. 3
The following is a DFT calculation (the ωB97M-V functional and the def2-TZVPD basis) of the molecule C6H6S in a non-equilibrium geometry.

As for the electronic energy: -17148.86719 eV. The spin multiplicity is 1. The HOMO energy comes out at -8.83 eV. The lowest unoccupied orbital energy comes out at -0.885 eV.

Each atom is followed by the atoms it is bonded to, with distances in Å.
CARTESIAN COORDINATES (ANGSTROEM)
1 C -0.06 1.85 -0.87  C2 1.481, C4 1.456
2 C -0.02 0.54 -0.17  C1 1.481, C3 1.469, C4 1.519, C5 1.524
3 C 1.04 -0.47 -0.12  C2 1.469, C6 1.497, S7 1.614
4 C 0.12 1.86 0.58  C1 1.456, C2 1.519, H8 1.087, H9 1.083
5 C -1.07 -0.55 -0.24  C2 1.524, C6 1.542, H10 1.089, H11 1.088
6 C 0.07 -1.59 -0.30  C3 1.497, C5 1.542, H12 1.088, H13 1.089
7 S 2.62 -0.34 0.18  C3 1.614
8 H 1.11 1.99 1.00  C4 1.087
9 H -0.68 2.27 1.19  C4 1.083
10 H -1.69 -0.61 0.66  C5 1.089
11 H -1.71 -0.51 -1.12  C5 1.088
12 H 0.16 -2.09 -1.26  C6 1.088
13 H 0.09 -2.34 0.49  C6 1.089


No. 4
The following is a DFT calculation (the ωB97M-V functional and the def2-TZVPD basis) of the molecule C6H6S in a non-equilibrium geometry.

As for the electronic energy: -17151.23367 eV. The spin multiplicity is 1. Its SMILES is C1=C[C@@H]2S[C@H]2C=C1. The HOMO energy comes out at -8.86 eV. The lowest unoccupied orbital energy comes out at 0.416 eV.

Each atom is followed by the atoms it is bonded to, with distances in Å.
CARTESIAN COORDINATES (ANGSTROEM)
1 C -1.17 -0.72 0.12  C2 1.355, C7 1.486, H8 1.087
2 C -0.04 -1.46 0.10  C1 1.355, C3 1.474, H9 1.082
3 C 1.08 -0.62 -0.37  C2 1.474, S4 1.773, C5 1.476, H10 1.103
4 S 2.71 -0.02 -0.03  C3 1.773, C5 1.809
5 C 1.08 0.61 0.43  C3 1.476, S4 1.809, C6 1.464, H11 1.092
6 C 0.00 1.47 -0.06  C5 1.464, C7 1.392, H12 1.077
7 C -1.17 0.73 -0.19  C1 1.486, C6 1.392, H13 1.083
8 H -2.16 -1.17 0.17  C1 1.087
9 H -0.04 -2.54 0.18  C2 1.082
10 H 0.85 -0.37 -1.42  C3 1.103
11 H 0.90 0.40 1.49  C5 1.092
12 H 0.13 2.54 -0.15  C6 1.077
13 H -2.16 1.17 -0.28  C7 1.083